Density functional theory data (ωB97M-V/def2-TZVPD) for C8H10BrNTb as an isolated structure in a non-equilibrium geometry.

Values from the calculation:
Total charge: -1
Spin multiplicity: 7
Relative energy (zero: lowest compared OMol25 entry of this formula, charge and spin) in eV: 0.000
Gap between HOMO and LUMO (alpha / beta) in Eh: 0.2133 / 0.2261
<S²>: 12.74
HOMO (alpha / beta) in eV: -2.782 / -3.139
Lowest unoccupied orbital energy (alpha / beta) in Eh: 0.111 / 0.111

Cartesian coordinates (Å):
C1 0.91091 -1.28913 -1.81530
C2 -0.49793 -1.22291 -2.08482
C3 -1.18269 -1.94922 -1.05294
C4 -0.18364 -2.45571 -0.12903
C5 1.10445 -2.04360 -0.60792
Tb1 -0.26908 -0.02906 0.08812
C6 -1.59325 1.69069 -0.94007
C7 -0.43096 2.01185 -1.49168
C8 0.51924 2.57528 -2.23095
N1 1.50236 1.12164 0.35155
H1 -2.26384 -2.03142 -0.93303
H2 -0.96658 -0.69627 -2.91635
H3 -0.39331 -2.97058 0.81147
H4 2.05909 -2.22318 -0.10959
H5 1.69355 -0.82662 -2.41872
H6 -2.26804 0.95155 -1.42185
H7 2.38512 1.66276 0.36363
H8 -1.94302 2.10381 0.02970
H9 0.29104 3.37210 -2.94666
H10 1.56012 2.24635 -2.16195
Br1 -2.30773 -0.46474 1.63810


Density functional theory data (ωB97M-V/def2-TZVPD) for C8H10CeO5 as an isolated structure in a non-equilibrium geometry.

Values from the calculation:
Total charge: +3
Spin multiplicity: 2
Relative energy (zero: lowest compared OMol25 entry of this formula, charge and spin) in eV: 0.901
Gap between HOMO and LUMO (alpha / beta) in Eh: 0.1655 / 0.1672
<S²>: 0.75
HOMO (alpha / beta) in eV: -19.392 / -19.439
Lowest unoccupied orbital energy (alpha / beta) in Eh: -0.547 / -0.547

Cartesian coordinates (Å):
Ce1 -0.32972 -0.33059 1.06091
O1 0.02454 2.93844 -0.31938
C1 -0.06723 1.82202 -0.02613
C2 0.05972 -2.24324 -0.41380
O2 0.21681 -3.23039 -1.01692
C3 1.78978 -0.09309 -0.20707
O3 2.82575 0.01929 -0.73547
C4 -2.17402 0.03833 -0.42752
O4 -3.12210 0.22217 -1.08220
C5 0.02194 0.66887 -3.85534
H1 -0.91290 1.24180 -3.88974
H2 0.95840 1.23890 -3.82002
C6 0.02200 -0.66224 -3.95327
H3 0.95207 -1.22892 -3.94629
H4 -0.90505 -1.22856 -4.02859
C7 -0.39390 0.25905 5.91927
C8 0.32448 0.31691 4.58382
O5 -0.33116 -0.48210 3.54660
H5 -1.47881 0.39166 5.86590
H6 0.00880 1.03449 6.57747
H7 -0.15775 -0.67450 6.42517
H8 0.33607 1.32334 4.17651
H9 1.35119 -0.05743 4.63470
H10 -0.56700 -1.33041 3.94158


Density functional theory data (ωB97M-V/def2-TZVPD) for a 6-piece molecular cluster, C8H10Cl12N2 overall in a non-equilibrium geometry.

Values from the calculation:
Structure (SMILES): ClC(Cl)Cl.ClC(Cl)Cl.ClC(Cl)Cl.ClC(Cl)Cl.CC#N.CC#N
Spin multiplicity: 1
Relative energy (zero: lowest compared OMol25 entry of this formula, charge and spin) in eV: 0.645
Gap between HOMO and LUMO in Eh: 0.3904
HOMO in eV: -10.866
Lowest unoccupied orbital energy in Eh: -0.009

Cartesian coordinates (Å):
Cl1 -0.39813 3.21389 -4.41794
C1 0.70901 1.77950 -4.36267
Cl2 1.48683 1.35282 -5.80127
Cl3 -0.26498 0.43772 -3.83157
H1 1.41798 2.01233 -3.52038
Cl4 2.23641 -4.06046 -1.84113
C2 0.62084 -3.62380 -1.30942
Cl5 -0.04422 -4.85981 -0.34276
Cl6 -0.48230 -3.42277 -2.70935
H2 0.53983 -2.65161 -0.74986
Cl7 -1.99257 -3.04952 2.60807
C3 -1.06410 -3.56483 3.95884
Cl8 0.42499 -4.37453 3.55527
Cl9 -1.93350 -4.56641 5.06543
H3 -0.83402 -2.66253 4.50907
Cl10 0.53266 -0.22475 0.68065
C4 1.10599 -0.76092 2.38840
Cl11 0.02367 -0.13966 3.72326
Cl12 2.80946 -0.22596 2.70128
H4 1.09648 -1.83960 2.40170
C5 -2.56718 2.05306 -1.55287
C6 -2.21028 2.74041 -0.36993
N1 -2.14518 3.12061 0.69355
H5 -2.62177 1.00532 -1.12659
H6 -1.90500 2.12133 -2.41692
H7 -3.55885 2.36123 -1.87150
C7 1.54806 3.08384 1.12497
C8 1.49019 2.71826 -0.27952
N2 1.38823 2.50570 -1.38009
H8 2.13791 2.38947 1.70193
H9 0.51692 3.03595 1.49324
H10 1.93663 4.09572 1.27810


Density functional theory data (ωB97M-V/def2-TZVPD) for C8H10Cl2KNTe as an isolated structure in a non-equilibrium geometry.

Values from the calculation:
Total charge: -2
Spin multiplicity: 1
Gap between HOMO and LUMO (alpha / beta) in Eh: 0.0694 / 0.0702
HOMO (alpha / beta) in eV: 1.702 / 1.671
Lowest unoccupied orbital energy (alpha / beta) in Eh: 0.132 / 0.132

Cartesian coordinates (Å):
K1 1.63867 0.83896 -0.53623
C1 1.52477 5.07224 0.81350
Te1 0.53953 3.22295 1.26145
C2 -0.61323 4.18538 2.79001
H1 0.77822 5.83690 0.51568
H2 2.21169 4.90623 -0.04152
H3 2.12208 5.40664 1.68662
H4 0.06154 4.62744 3.55167
H5 -1.24476 3.42099 3.28748
H6 -1.27604 4.95308 2.34051
Cl1 -1.28534 -3.01014 1.86521
C3 -0.90004 -3.37179 0.21786
C4 -1.36785 -4.58145 -0.30752
C5 -1.08822 -4.92624 -1.62915
C6 -0.34024 -4.06147 -2.42709
C7 0.12900 -2.85117 -1.90457
Cl2 1.05032 -1.82841 -2.95241
C8 -0.14754 -2.49679 -0.57714
N1 0.33232 -1.25741 -0.04051
H7 -1.95195 -5.25958 0.31123
H8 -1.45244 -5.86691 -2.03652
H9 -0.12463 -4.33502 -3.45787
H10 1.40415 1.37557 -2.73070


Density functional theory data (ωB97M-V/def2-TZVPD) for C8H10ClMoNO2 as an isolated structure in a non-equilibrium geometry.

Values from the calculation:
Total charge: +2
Spin multiplicity: 3
Gap between HOMO and LUMO (alpha / beta) in Eh: 0.2000 / 0.1889
<S²>: 2.03
HOMO (alpha / beta) in eV: -17.039 / -16.689
Lowest unoccupied orbital energy (alpha / beta) in Eh: -0.426 / -0.424

Cartesian coordinates (Å):
Cl1 -1.73519 3.00786 -1.13271
C1 -0.78479 -1.69274 -0.24595
C2 0.63735 -1.85404 -0.06572
C3 1.30628 -0.86074 -0.85628
H1 1.12945 -2.69223 0.43041
C4 0.30688 -0.08032 -1.51933
C5 -0.99125 -0.58567 -1.16056
H2 -1.89254 -0.16889 -1.50799
H3 -1.55147 -2.38736 0.07743
H4 2.34884 -0.74041 -0.99767
C6 0.56535 1.08578 -2.47684
Mo1 0.02618 0.14557 0.61461
C7 1.84856 1.17761 1.31837
O1 2.52733 1.67866 2.10109
C8 -1.58348 1.78396 0.83811
O2 -2.19435 2.31491 1.70206
H5 1.52241 1.55931 -2.27129
H6 -0.23817 1.82599 -2.37689
H7 0.58255 0.66574 -3.49621
N1 -0.40195 -0.92623 2.52975
H8 0.27585 -1.66533 2.77531
H9 -1.33048 -1.38122 2.52875
H10 -0.37336 -0.21020 3.19157


Density functional theory data (ωB97M-V/def2-TZVPD) for C8H10F12N2O10S4Zn as an isolated structure in a non-equilibrium geometry.

Values from the calculation:
Spin multiplicity: 1
Relative energy (zero: lowest compared OMol25 entry of this formula, charge and spin) in eV: 7.901
Gap between HOMO and LUMO in Eh: 0.1870
HOMO in eV: -10.154
Lowest unoccupied orbital energy in Eh: -0.186

Cartesian coordinates (Å):
Zn1 -20.49984 -7.66087 -9.02195
C1 -17.19631 -11.10591 -9.60350
F1 -17.61840 -11.13876 -8.28036
F2 -16.07668 -10.43500 -9.61623
F3 -16.98665 -12.35429 -10.02001
S1 -18.46882 -10.27354 -10.79343
O1 -18.38317 -10.94441 -12.11501
O2 -19.76068 -10.29810 -10.13335
N1 -18.14306 -8.56958 -10.61184
S2 -17.41177 -8.31137 -11.97368
O3 -16.29302 -9.13413 -12.34802
O4 -18.36005 -7.90679 -13.04195
C2 -16.53080 -6.55887 -11.62210
F4 -16.15214 -6.01572 -12.77393
F5 -17.45117 -5.75378 -11.10789
F6 -15.51804 -6.66173 -10.78171
C3 -24.20275 -4.50733 -7.95146
F7 -24.72021 -3.42457 -7.43475
F8 -23.97264 -5.40166 -6.98781
F9 -25.04612 -4.88877 -8.89921
S3 -22.47197 -4.10044 -8.75603
O5 -22.59114 -2.77213 -9.35802
O6 -21.38650 -4.29265 -7.78884
N2 -22.29269 -5.41908 -9.91580
S4 -22.84570 -4.77502 -11.26738
O7 -24.05110 -3.93542 -11.20897
O8 -21.76557 -4.16858 -12.04228
C4 -23.48336 -6.40815 -12.15416
F10 -23.58376 -6.19966 -13.46386
F11 -22.60262 -7.40482 -11.94693
F12 -24.66437 -6.75088 -11.65015
C5 -18.38641 -7.33502 -6.32944
O9 -19.64675 -7.96560 -6.62125
C6 -20.50002 -8.12290 -5.48222
C7 -21.59846 -9.04082 -5.88073
O10 -22.08797 -8.59065 -7.21575
C8 -23.44526 -9.17930 -7.47208
H1 -17.64050 -7.63011 -7.06745
H2 -18.04817 -7.65999 -5.34553
H3 -18.57646 -6.26697 -6.22335
H4 -20.92886 -7.16740 -5.18021
H5 -19.94482 -8.41994 -4.59250
H6 -22.37019 -8.98359 -5.11311
H7 -21.24485 -10.07180 -5.86862
H8 -24.25288 -8.71395 -6.90700
H9 -23.44724 -10.26196 -7.34581
H10 -23.61468 -8.95688 -8.52561


Density functional theory data (ωB97M-V/def2-TZVPD) for C8H10F6KO4 as an isolated structure in a non-equilibrium geometry.

Values from the calculation:
Total charge: +1
Spin multiplicity: 1
Relative energy (zero: lowest compared OMol25 entry of this formula, charge and spin) in eV: 1.445
Gap between HOMO and LUMO in Eh: 0.3999
HOMO in eV: -14.494
Lowest unoccupied orbital energy in Eh: -0.133

Cartesian coordinates (Å):
K1 0.40733 1.21999 2.69734
C1 1.61262 0.69059 -3.20608
C2 2.47145 1.60519 -2.31845
O1 3.35350 0.77773 -1.56842
C3 3.08525 0.33261 -0.35041
O2 2.12037 0.68185 0.37007
C4 4.20032 -0.55211 0.18714
F1 4.83617 -1.10553 -0.86195
F2 5.03049 0.30216 0.84969
F3 3.78889 -1.51447 1.01969
H1 0.90966 0.15048 -2.57185
H2 2.22438 0.02414 -3.81410
H3 1.04216 1.29942 -3.90751
H4 1.91305 2.35229 -1.75444
H5 3.09162 2.22732 -2.96377
C5 -3.61001 0.96728 2.63483
C6 -3.36548 -0.54818 2.58088
O3 -3.30752 -1.06197 1.32620
C7 -2.08779 -1.03749 0.58249
O4 -1.03729 -0.45012 0.87097
C8 -2.25626 -1.88543 -0.76549
F4 -1.31311 -2.79933 -0.85331
F5 -3.47625 -2.45992 -0.78428
F6 -2.01751 -1.02274 -1.75337
H6 -4.50887 1.15773 2.04840
H7 -2.73068 1.48691 2.25421
H8 -3.72967 1.13586 3.70504
H9 -4.11864 -1.08748 3.15536
H10 -2.52817 -0.88678 3.19111


Density functional theory data (ωB97M-V/def2-TZVPD) for one molecule with the formula C8H10FNO in a non-equilibrium geometry.

Values from the calculation:
Spin multiplicity: 3
Relative energy (zero: lowest compared OMol25 entry of this formula, charge and spin) in eV: 0.326
Gap between HOMO and LUMO (alpha / beta) in Eh: 0.2012 / 0.2841
<S²>: 2.02
HOMO (alpha / beta) in eV: -4.814 / -9.658
Lowest unoccupied orbital energy (alpha / beta) in Eh: 0.024 / -0.071

Cartesian coordinates (Å):
C1 1.74214 -1.91384 -0.78684
C2 1.23200 -2.34720 -1.94241
C3 1.04718 -0.97385 0.05691
C4 -0.08050 -1.74049 -2.29503
C5 -0.42566 0.93609 1.95221
C6 0.46874 0.18852 -0.27497
C7 -0.29639 -0.51301 -2.69221
C8 -1.05503 2.15155 2.65882
N1 -0.22343 1.00060 0.58939
O1 -0.32556 -0.13851 2.52628
F1 0.70282 0.27079 -3.24305
H1 2.74289 -2.29331 -0.50061
H2 1.58101 -3.19085 -2.50451
H3 1.17634 -1.35920 1.08142
H4 -0.98713 -2.30217 -1.86840
H5 0.34635 0.51140 -1.28722
H6 -1.25607 0.01955 -2.83766
H7 -0.30804 2.20145 3.46182
H8 -1.31616 3.14142 2.22549
H9 -1.99371 1.81446 3.07577
H10 -0.47190 1.86475 0.17573


Density functional theory data (ωB97M-V/def2-TZVPD) for C8H10I2N4SV as an isolated structure in a non-equilibrium geometry.

Values from the calculation:
Total charge: +3
Spin multiplicity: 3
Relative energy (zero: lowest compared OMol25 entry of this formula, charge and spin) in eV: 1.368
Gap between HOMO and LUMO (alpha / beta) in Eh: 0.2190 / 0.2347
<S²>: 2.04
HOMO (alpha / beta) in eV: -18.491 / -18.531
Lowest unoccupied orbital energy (alpha / beta) in Eh: -0.461 / -0.446

Cartesian coordinates (Å):
V1 0.74324 -1.51547 0.30617
C1 -0.24736 2.47803 -1.12633
C2 -0.19596 1.12323 -0.54703
N1 0.90374 0.45633 -0.24653
N2 2.11004 1.08563 -0.33963
C3 3.21294 0.44403 0.08237
N3 4.40664 0.97503 0.11567
S1 2.91834 -1.20457 0.57987
C4 -1.37156 0.35873 -0.17043
C5 -2.70956 0.75533 -0.22933
C6 -3.67856 -0.09037 0.30027
C7 -3.28716 -1.31417 0.83417
C8 -1.93966 -1.65987 0.82887
N4 -1.00666 -0.84037 0.35237
H1 0.54194 2.65153 -1.85833
H2 -0.16596 3.24363 -0.34653
H3 -1.19976 2.66283 -1.62093
H4 2.12864 2.06183 -0.65963
H5 4.63394 1.92083 -0.18263
H6 5.19754 0.41443 0.43097
H7 -2.99726 1.69983 -0.66583
H8 -4.72206 0.20223 0.30687
H9 -4.01296 -1.99137 1.26167
H10 -1.60586 -2.62017 1.21967
I1 0.81404 -4.36177 0.59807
I2 1.52924 -6.93547 0.77617


Density functional theory data (ωB97M-V/def2-TZVPD) for one molecule with the formula C8H10N2O3S in a non-equilibrium geometry.

Values from the calculation:
Spin multiplicity: 1
Relative energy (zero: lowest compared OMol25 entry of this formula, charge and spin) in eV: 5.490
Gap between HOMO and LUMO in Eh: 0.2845
HOMO in eV: -8.250
Lowest unoccupied orbital energy in Eh: -0.019

Cartesian coordinates (Å):
C1 -1.03296 2.82292 -1.34548
C2 -0.13263 2.00316 -2.06572
C3 -1.44739 2.28124 -0.11832
C4 0.36758 0.78004 -1.61207
C5 -1.06169 0.95385 0.27156
C6 -0.06739 0.18247 -0.36371
C7 0.62534 -1.12425 0.11114
C8 1.79430 -0.85281 0.98128
N1 0.94553 -1.93113 -1.00626
N2 -1.57225 0.58982 1.59892
O1 -2.70703 0.89069 1.88470
O2 -0.86320 -0.01016 2.32876
O3 0.54147 -3.75950 1.03960
S1 -0.36054 -2.67444 1.41296
H1 -1.59218 3.67365 -1.62131
H2 0.06010 2.36351 -3.07836
H3 -2.27680 2.76878 0.37035
H4 0.81802 0.14388 -2.37104
H5 2.55985 -0.42859 0.32021
H6 2.01542 -1.64905 1.56351
H7 1.67058 -0.07936 1.65622
H8 1.45671 -2.80342 -0.83439
H9 0.16818 -2.03364 -1.59924
H10 0.09097 -2.10765 2.47669


Density functional theory data (ωB97M-V/def2-TZVPD) for an isolated ion of composition C8H10N3O and charge +1 in a non-equilibrium geometry.

Values from the calculation:
Total charge: +1
Structure (SMILES): [NH3+]C[C@]12N=CCC=C1C=NC2=O
Spin multiplicity: 1
Relative energy (zero: lowest compared OMol25 entry of this formula, charge and spin) in eV: 2.800
Gap between HOMO and LUMO in Eh: 0.3369
HOMO in eV: -13.505
Lowest unoccupied orbital energy in Eh: -0.159

Cartesian coordinates (Å):
N1 1.39458 -2.10592 0.14321
C1 0.74001 -1.09767 -0.90390
C2 0.76939 0.08288 0.03093
N2 -0.17898 -0.45499 1.10051
C3 -1.32070 -0.02269 1.28546
C4 -1.84736 1.25474 0.66590
C5 -0.85781 2.14776 -0.02982
C6 0.32253 1.49520 -0.34982
C7 1.50618 2.35050 -0.30801
N3 2.58246 1.85340 0.21037
C8 2.32129 0.54998 0.49185
O1 3.19373 -0.20844 0.75775
H1 0.73114 -1.81955 1.03925
H2 2.34983 -1.59770 0.42707
H3 1.36567 -3.13252 0.00456
H4 1.43951 -1.18518 -1.79133
H5 -0.22473 -1.45558 -1.27246
H6 -1.90228 -0.57360 1.97216
H7 -2.47915 1.67172 1.40369
H8 -2.56659 0.79704 -0.09768
H9 -0.96109 3.23400 -0.24789
H10 1.46121 3.40807 -0.34372


Density functional theory data (ωB97M-V/def2-TZVPD) for one molecule with the formula C8H10NO3P in a non-equilibrium geometry.

Values from the calculation:
Structure (SMILES): C=C1C=CC=C[C@@H]1O/[N+]([O-])=P/OC
Spin multiplicity: 1
Relative energy (zero: lowest compared OMol25 entry of this formula, charge and spin) in eV: 6.334
Gap between HOMO and LUMO in Eh: 0.3102
HOMO in eV: -8.445
Lowest unoccupied orbital energy in Eh: 0.000

Cartesian coordinates (Å):
C1 0.49202 2.10254 0.54953
C2 -0.33866 1.60603 -0.41895
C3 -1.71674 1.96307 -0.65825
C4 -2.38053 1.54166 -1.76693
C5 -1.70367 0.74075 -2.84727
C6 -0.50944 0.26923 -2.59405
C7 0.10898 0.30289 -1.21851
O1 -0.16480 -0.96653 -0.59331
N1 0.65096 -1.34302 0.55356
O2 1.80120 -0.89994 0.58816
P1 -0.28525 -2.22691 1.39271
O3 0.59500 -2.80904 2.66972
C8 1.84727 -2.37457 3.10886
H1 0.34509 2.93275 1.16994
H2 1.51996 1.68571 0.62269
H3 -2.14631 2.39501 0.21379
H4 -3.41097 1.67245 -1.98977
H5 -2.30936 0.45037 -3.74839
H6 0.04006 -0.44092 -3.17717
H7 1.25387 0.44760 -1.50905
H8 2.41597 -3.27301 3.27589
H9 1.58530 -2.04640 4.05983
H10 2.31003 -1.72971 2.31695


no.,electronic energy (hartree)
1,-3764.0254
2,-1160.8775
3,-5942.5871
4,-2153.6899
5,-1043.7002
6,-5742.8947
7,-1810.7550
8,-540.4700
9,-2466.3773
10,-1044.0672
11,-550.0089
12,-932.4377